Entry from OMol25: 2 unconnected molecules or ions with the total composition C4H12 at a distorted geometry (ωB97M-V/def2-TZVPD).

XYZ file:
```
16
Properties=species:S:1:pos:R:3:forces:R:3
C 0.801275 -2.483170 0.417946 -1.3 0.5 -0.3
C 1.516278 -1.372691 -0.350244 0.8 0.1 -0.5
H -0.254242 -2.508374 0.112919 0.1 0.1 -0.3
H 1.138790 -3.485349 0.170755 0.4 0.0 0.6
H 0.659125 -2.245269 1.472649 0.8 -0.5 0.2
H 1.998209 -0.595790 0.244227 -0.5 0.0 0.4
H 0.831560 -0.888422 -1.041478 0.1 0.1 -0.1
H 2.378884 -1.705699 -0.938174 -0.3 -0.4 -0.1
C -1.357638 2.595696 -0.198633 0.6 -0.3 0.4
C -0.881683 1.161223 0.203952 -1.3 1.8 -1.0
H -0.942560 3.364969 0.461081 0.2 -0.2 0.0
H -0.991354 2.812836 -1.197005 -0.4 0.2 -0.2
H -2.433912 2.717064 -0.100788 -0.1 -0.1 -0.4
H -1.530705 0.472478 -0.337894 0.1 -0.3 0.3
H -1.047336 1.123772 1.271302 0.5 -0.8 0.2
H 0.115309 1.036726 -0.190614 0.4 -0.2 0.7
```
Forces are in eV/Å.

Properties
molar mass = 60.1 g mol⁻¹
structure (SMILES) = CC.CC
HOMO energy = -0.424 hartree
relative energy (zero: lowest compared OMol25 entry of this formula, charge and spin) = 48.9 kJ/mol
net charge = 0

Entry from OMol25: 2 unconnected molecules or ions with the total composition C4H12 at a distorted geometry (ωB97M-V/def2-TZVPD).

XYZ file:
```
16
Properties=species:S:1:pos:R:3:forces:R:3
C 1.624426 -0.753618 1.748731 0.7 -0.4 -0.5
C 0.154762 -0.993483 2.023637 -0.3 1.2 0.2
H 2.253488 -1.623290 1.977373 -0.2 0.1 0.2
H 1.812631 -0.565307 0.688720 -0.2 0.1 0.0
H 2.047408 0.091528 2.287503 -0.2 0.1 0.2
H -0.286992 -1.764733 1.395746 0.1 -0.2 0.2
H -0.415176 -0.069563 1.844655 0.1 -0.2 -0.3
H -0.031086 -1.144510 3.083795 0.0 -0.6 0.1
C -1.026506 0.173162 -2.189160 -0.5 0.0 -1.0
C -0.719591 1.505337 -1.514271 0.3 0.2 -0.2
H -1.693547 0.368644 -3.047282 0.0 0.0 0.3
H -0.210306 -0.372955 -2.675860 0.3 0.2 0.6
H -1.570351 -0.498566 -1.536777 0.0 -0.2 0.2
H 0.097442 2.032131 -1.996893 0.2 0.0 -0.2
H -1.577995 2.159319 -1.632523 -0.2 0.1 0.3
H -0.458605 1.455906 -0.457401 -0.1 -0.3 0.0
```
Forces are in eV/Å.

Properties
molar mass = 60.1 g mol⁻¹
structure (SMILES) = CC.CC
HOMO energy = -0.428 hartree
relative energy (zero: lowest compared OMol25 entry of this formula, charge and spin) = 18.2 kJ/mol
net charge = 0

Entry from OMol25: 2 unconnected molecules or ions with the total composition C4H12 at a distorted geometry (ωB97M-V/def2-TZVPD).

XYZ file:
```
16
Properties=species:S:1:pos:R:3:forces:R:3
C -1.051330 0.833031 0.655655 0.2 0.5 0.3
C -2.424035 1.474373 0.802864 -0.7 -0.9 0.6
H -0.409269 1.148997 1.481033 0.1 0.0 0.0
H -1.043714 -0.255852 0.666247 -0.3 0.0 -0.1
H -0.581884 1.169069 -0.266601 0.1 0.0 0.0
H -3.041580 1.320476 -0.081420 0.2 0.5 -0.2
H -2.381354 2.509662 1.133417 0.1 0.2 -0.5
H -3.024246 0.980913 1.579665 0.3 -0.1 0.1
C 1.211484 -1.080038 -1.289133 0.5 -1.0 -0.7
C 2.313982 -1.165939 -0.234974 -1.3 0.2 1.4
H 1.628497 -1.329820 -2.271408 0.1 0.3 0.0
H 0.500995 -1.898461 -1.158130 -0.3 0.3 0.3
H 0.695480 -0.132489 -1.362422 0.0 0.1 0.1
H 2.318777 -2.171043 0.195524 0.9 -0.2 -0.7
H 2.025318 -0.652903 0.696373 0.0 0.5 -0.4
H 3.262879 -0.749977 -0.546691 0.3 -0.4 -0.1
```
Forces are in eV/Å.

Properties
molar mass = 60.1 g mol⁻¹
structure (SMILES) = CC.CC
HOMO energy = -0.422 hartree
relative energy (zero: lowest compared OMol25 entry of this formula, charge and spin) = 32.1 kJ/mol
net charge = 0

Entry from OMol25: 2 unconnected molecules or ions with the total composition C4H12 at a distorted geometry (ωB97M-V/def2-TZVPD).

XYZ file:
```
16
Properties=species:S:1:pos:R:3:forces:R:3
C -1.104836 2.518962 1.219527 0.6 -1.0 0.8
C -0.588972 1.966450 -0.101899 -0.7 0.5 -0.4
H -1.372563 3.570214 1.285034 0.3 0.1 -0.4
H -1.978113 1.955086 1.520417 -0.4 -0.1 0.0
H -0.360785 2.271737 1.988883 -0.1 0.4 0.1
H -1.314398 2.226092 -0.880992 0.3 -0.2 -0.2
H -0.503568 0.881674 -0.070549 -0.1 0.0 0.1
H 0.380609 2.358022 -0.390090 0.1 0.2 0.0
C 0.415945 -2.233021 0.022402 -0.4 0.7 1.0
C 1.327264 -2.235088 -1.186462 0.1 -0.2 -0.2
H 0.861854 -2.236922 1.020295 0.7 -0.7 -0.2
H -0.095197 -1.270731 0.153971 -0.4 -0.2 -0.8
H -0.313978 -3.039090 -0.014229 -0.1 0.1 0.0
H 0.736431 -2.481166 -2.070467 0.0 0.2 -0.1
H 2.116834 -2.988331 -1.155390 0.0 0.0 0.2
H 1.793471 -1.263888 -1.340451 0.1 0.0 0.0
```
Forces are in eV/Å.

Properties
molar mass = 60.1 g mol⁻¹
structure (SMILES) = CC.CC
HOMO energy = -0.423 hartree
relative energy (zero: lowest compared OMol25 entry of this formula, charge and spin) = 24.2 kJ/mol
net charge = 0

Entry from OMol25: 2 unconnected molecules or ions with the total composition C4H12 at a distorted geometry (ωB97M-V/def2-TZVPD).

XYZ file:
```
16
Properties=species:S:1:pos:R:3:forces:R:3
C 0.372550 -0.733636 -2.588886 -2.2 -1.4 2.2
C 0.798528 -1.245003 -1.232943 1.1 -0.7 2.2
H 1.142362 -0.701910 -3.246688 2.4 0.7 -1.9
H -0.282445 -1.472548 -2.974265 -0.8 -0.9 -0.7
H -0.254053 0.129176 -2.539264 0.1 1.0 0.0
H 1.448905 -2.181547 -1.246839 -0.5 1.3 -0.5
H -0.020608 -1.615260 -0.536636 0.6 1.0 -1.0
H 1.396761 -0.450870 -0.693222 -0.6 -0.9 -0.3
C -1.264732 0.735470 1.603415 1.8 0.9 2.2
C 0.088494 1.326777 2.174540 -1.4 -1.3 -0.7
H -1.161960 0.586120 0.581704 -0.2 0.0 -2.0
H -1.464644 -0.223521 2.049568 -0.5 -0.2 0.3
H -1.933072 1.519787 1.864315 -1.5 -0.1 -0.2
H 0.399613 0.706816 3.005853 0.4 0.3 0.3
H -0.038471 2.367400 2.411666 0.1 0.3 0.4
H 0.772772 1.252750 1.367683 1.2 0.0 -0.4
```
Forces are in eV/Å.

Properties
molar mass = 60.1 g mol⁻¹
structure (SMILES) = CC.CC
HOMO energy = -0.426 hartree
relative energy (zero: lowest compared OMol25 entry of this formula, charge and spin) = 78.2 kJ/mol
net charge = 0

Entry from OMol25: 2 unconnected molecules or ions with the total composition C4H12 at a distorted geometry (ωB97M-V/def2-TZVPD).

XYZ file:
```
16
Properties=species:S:1:pos:R:3:forces:R:3
C 1.008782 1.562941 -1.057040 -0.1 1.3 -1.4
C -0.302927 2.475078 -1.038552 -0.1 -1.1 1.2
H 1.721606 2.401216 -1.163915 0.6 -1.2 0.0
H 1.284328 0.945303 -0.179788 -0.7 0.7 -0.2
H 1.091171 0.903142 -1.934471 -0.1 0.3 0.2
H 0.141657 3.459476 -0.763267 -1.2 -0.6 0.4
H -0.980822 1.975442 -0.252188 0.6 1.5 -1.2
H -0.887133 2.687669 -1.984337 0.9 -0.9 0.8
C -0.740089 -2.191266 0.438465 -3.4 0.0 -0.3
C 0.103175 -1.927977 1.700161 -4.6 2.4 0.5
H -0.403239 -1.682843 -0.485111 0.2 -0.5 0.5
H -0.912297 -3.279954 0.249541 0.6 0.8 0.0
H -1.875186 -1.851233 0.532442 2.3 -0.3 0.0
H 0.644110 -2.771338 1.835390 1.8 -2.4 1.2
H 0.714504 -1.110086 1.473222 1.2 1.2 0.1
H -0.607645 -1.595567 2.629450 2.0 -1.2 -2.1
```
Forces are in eV/Å.

Properties
molar mass = 60.1 g mol⁻¹
structure (SMILES) = CC.CC
HOMO energy = -0.417 hartree
relative energy (zero: lowest compared OMol25 entry of this formula, charge and spin) = 142.3 kJ/mol
net charge = 0

| no. | frontier orbital gap (eV) | lowest unoccupied orbital energy (eV) |
| --- | --- | --- |
| 1 | 12.70 | 1.17 |
| 2 | 12.77 | 1.14 |
| 3 | 12.63 | 1.16 |
| 4 | 12.61 | 1.10 |
| 5 | 12.74 | 1.15 |
| 6 | 12.44 | 1.10 |